The following is a quantum chemistry calculation of a 16-piece molecular cluster, C77H122F27N10O31S9 overall, from the Open Molecules 2025 dataset.

XYZ file:
```
276
Properties=species:S:1:pos:R:3:forces:R:3
S -5.645 3.838 2.474 -2.091 0.407 1.180
S 0.326 -5.583 3.030 0.776 -0.082 0.707
S 1.751 1.035 1.698 -0.393 0.296 0.157
S 2.928 2.047 -7.802 2.290 1.342 2.150
S -0.800 3.472 6.570 1.470 -1.458 2.749
S -5.414 -1.865 -1.987 -0.685 -0.189 0.417
S 8.968 -1.472 1.434 2.624 -1.532 -0.755
S 5.864 -2.389 -5.850 -0.471 -2.953 -3.483
S 0.781 6.026 -1.933 0.694 -0.528 -2.875
F 0.563 2.309 -6.649 -1.470 0.579 -0.794
F -1.856 5.778 -1.604 -0.586 -0.269 0.493
F 7.037 0.196 2.273 -2.167 0.511 -0.064
F -5.586 1.765 0.574 -0.765 0.984 -0.445
F 2.082 -3.372 3.456 -0.163 1.754 1.387
F 1.828 -3.811 1.386 0.178 -0.465 0.248
F 4.464 -0.337 -4.681 -0.026 1.000 0.497
F 0.589 -0.976 0.066 -0.222 0.852 0.338
F 4.137 -2.279 -3.719 0.267 0.559 0.203
F -0.669 4.078 -0.779 -0.718 0.727 -1.041
F -5.089 -1.384 -4.662 -1.317 0.223 -0.056
F 2.911 -5.123 2.749 3.242 -1.944 -0.498
F -7.079 -2.276 -3.953 0.630 0.130 -1.337
F -3.970 3.141 0.484 -0.541 0.469 -0.471
F 3.170 -1.821 -5.582 0.193 0.287 -0.014
F -5.962 3.861 -0.171 0.046 -0.718 -0.964
F -1.734 5.813 5.624 -0.334 0.407 -0.038
F -3.239 4.215 5.783 0.722 0.914 0.304
F -0.956 4.385 -2.959 -0.682 -1.207 -0.628
F -0.567 0.941 0.185 1.405 -1.020 0.016
F 0.650 0.703 -8.180 -0.434 -0.563 1.472
F 1.469 0.588 -6.005 -0.167 -1.689 -1.112
F 8.900 0.599 3.171 0.691 0.962 0.576
F -5.201 -3.440 -4.195 -0.814 -0.353 0.038
F -2.423 5.147 7.649 -0.144 0.107 -2.253
F 1.256 0.772 -1.017 -0.102 -0.036 0.255
F 7.779 -1.059 3.937 -0.418 0.255 -0.487
O -7.554 3.505 -2.930 -1.948 -1.013 0.426
O 10.257 -1.883 1.990 -1.540 0.368 0.957
O 0.376 -6.468 1.870 0.036 0.509 0.454
O 0.622 -6.217 4.331 0.082 1.168 -1.886
O 0.728 6.652 -0.637 0.085 1.187 1.361
O -0.808 -4.674 3.057 -0.022 0.239 -0.172
O -7.125 3.926 2.734 3.425 -0.557 -1.308
O 7.006 -2.045 -5.027 -0.005 0.903 0.936
O 5.697 -3.900 -5.889 -0.636 3.027 1.015
O 0.132 3.988 7.588 -0.598 0.812 -1.612
O -0.159 3.132 5.302 0.049 0.979 -0.992
O 1.819 2.501 1.488 -0.356 -1.493 -0.043
O 3.448 2.833 -6.624 -1.303 -1.947 -1.622
O 3.689 0.829 -8.093 -1.083 1.046 -0.084
O 9.261 -0.676 0.228 -2.121 0.106 1.243
O 1.572 -3.664 -3.666 -1.625 1.416 -0.168
O -1.487 2.326 7.110 -1.177 -0.090 -0.382
O 3.084 0.413 1.672 -1.226 0.033 -0.265
O -3.972 -2.138 -1.771 -1.462 0.460 -0.570
O 0.910 0.644 2.851 0.841 0.251 -1.193
O -4.919 2.849 3.259 -0.036 -0.479 -0.055
O 2.599 2.968 -8.885 -0.549 -1.403 0.233
O 1.859 5.057 -2.084 -0.269 -0.536 0.980
O -6.317 -2.859 -1.370 1.291 0.965 -0.564
O -5.850 -0.454 -1.819 0.929 -2.027 -0.519
O -4.396 -9.036 -1.106 -0.670 -0.357 0.147
O -4.196 -1.165 1.931 -0.522 -2.664 0.975
O -4.963 5.140 2.508 -0.238 -0.762 -0.926
O 5.824 -1.830 -7.217 -0.224 -0.239 2.810
O 8.033 -2.610 1.267 -0.234 1.355 0.307
O 0.722 6.847 -3.148 -1.045 -0.399 2.048
N 3.488 1.874 6.086 0.414 0.702 -1.072
N 4.373 3.800 0.105 -1.043 0.539 0.293
N -3.689 -6.154 -0.315 0.766 0.353 -1.924
N -0.834 4.854 2.716 -0.165 2.210 0.817
N -4.744 2.994 -4.020 -1.293 1.078 0.365
N -0.924 -3.273 -5.524 -0.747 -1.291 0.499
N 6.539 -4.103 4.268 -0.967 0.091 1.200
N 6.993 -2.383 -2.010 -0.506 1.231 1.539
N -2.431 -0.651 4.397 -1.821 1.160 -0.656
N 3.048 10.742 2.160 2.155 0.898 1.413
C 3.627 2.964 -0.636 1.167 -0.148 -0.517
C -1.718 -3.037 -6.892 -0.118 -2.682 0.452
C 5.965 0.120 -1.137 1.341 -1.911 -1.421
C 5.072 -2.302 3.775 -0.381 0.296 -0.098
C 7.634 -1.254 -2.322 -1.974 0.913 -1.097
C 2.949 3.172 6.453 -0.853 0.187 0.430
C 1.029 -4.665 -4.480 1.041 -0.951 1.187
C 5.309 0.468 5.957 1.635 1.344 1.265
C -3.330 -1.931 4.707 0.418 1.771 -0.812
C 5.657 -3.516 3.433 0.728 0.613 0.068
C 5.120 -1.781 5.066 -0.173 -0.970 -2.022
C -4.855 -10.060 -2.091 1.991 0.763 1.306
C 2.238 10.457 1.186 -2.692 -1.423 -0.896
C 7.336 -5.358 3.757 -0.380 1.882 0.907
C -8.898 3.312 -2.348 0.507 1.168 -0.110
C -3.488 1.868 -6.121 -0.032 -0.333 0.935
C 7.034 -0.018 -2.031 0.645 0.117 0.679
C -2.119 -0.473 2.817 0.666 -1.522 0.773
C 6.587 -3.588 5.570 0.468 -1.334 -1.841
C -5.603 -1.029 1.755 0.813 1.308 -0.067
C -2.975 -4.829 0.168 0.076 -1.438 -0.333
C -0.455 -1.891 -5.023 -0.533 -0.336 -0.353
C 0.683 0.359 0.115 0.306 1.097 1.062
C 5.412 -1.088 -0.679 1.175 -1.436 -0.158
C 1.350 9.337 1.265 1.938 0.355 0.997
C 0.483 4.864 2.847 -0.494 -1.081 0.281
C 1.280 1.297 -7.146 2.422 2.570 0.009
C 1.898 -4.366 2.629 -4.302 -0.932 -0.483
C -2.852 -7.410 -0.064 -0.072 -1.108 1.021
C -4.805 4.290 -3.241 0.479 0.903 0.096
C -5.324 3.081 0.682 0.766 0.670 2.991
C 5.640 3.504 0.488 -0.326 -0.515 -0.177
C 3.961 11.936 2.179 -0.775 -0.397 -0.144
C -3.528 -2.259 6.178 0.606 -1.042 -0.477
C -1.109 -0.671 5.172 -1.515 1.113 1.156
C -3.659 3.057 -5.110 0.133 0.220 -0.144
C -5.759 -2.262 -3.858 1.722 0.496 2.514
C -0.231 -1.850 5.020 0.392 -0.178 -1.440
C 4.535 -0.482 5.381 -1.690 -0.194 -0.921
C -1.494 6.037 2.581 0.883 1.064 -0.002
C 0.417 -4.102 -5.697 -1.339 0.410 -1.597
C -6.129 2.917 -4.765 1.111 -2.178 0.499
C -4.453 1.870 -3.046 1.376 -0.166 0.950
C 0.621 7.272 2.538 -3.174 0.671 0.330
C -1.594 3.638 2.714 -0.784 -1.794 -0.202
C 7.601 -3.625 -2.457 -0.508 -0.930 0.364
C 4.801 1.704 6.327 -1.483 -1.576 -0.796
C 3.206 -0.173 4.994 1.431 -0.879 -0.110
C -0.817 7.283 2.503 0.604 -1.748 -0.020
C 2.687 1.014 5.389 0.654 0.521 0.427
C -3.849 -5.939 -1.815 -1.618 -0.960 0.146
C -5.194 -6.081 1.784 0.496 -1.154 1.705
C -1.533 -1.080 -4.312 -0.651 0.308 -0.542
C -2.330 -4.366 -7.473 1.427 -0.611 0.454
C 1.987 -3.950 -2.356 0.616 -0.570 -0.519
C 5.801 -2.526 5.977 1.637 -0.315 0.993
C -3.260 0.609 4.843 0.284 -1.435 0.396
C 5.910 -2.338 -1.154 0.925 1.905 0.019
C -1.622 -4.580 -0.550 -0.003 0.160 0.849
C 3.115 10.004 3.281 -0.935 -0.225 1.105
C 8.081 -0.352 2.814 2.723 -2.233 -1.587
C 2.297 8.945 3.487 -0.906 -0.528 -1.243
C 5.475 1.440 -0.752 1.530 0.807 2.109
C -3.263 -0.173 1.862 -1.034 1.666 1.096
C -2.983 -8.683 -0.988 -2.399 0.451 -0.793
C 4.307 -1.602 -4.902 1.005 -2.692 -1.427
C 3.788 5.124 0.492 -0.390 -0.663 -1.205
C 4.262 1.835 -1.137 -2.158 -0.070 -1.236
C 1.167 6.039 2.767 2.254 0.599 -1.095
C -7.342 2.502 -3.906 1.197 1.363 -0.594
C -3.022 1.955 -2.356 -0.906 -0.555 -1.321
C -1.925 -4.002 -4.558 1.354 1.633 -0.040
C 1.447 8.520 2.415 -0.439 0.189 -0.376
C -2.155 4.783 6.338 0.454 -1.884 2.075
C -5.128 -6.285 0.303 0.516 1.135 -0.517
C 6.187 2.298 0.133 0.164 -0.717 -0.660
C -0.814 4.989 -1.812 2.761 1.146 0.437
H 5.315 2.533 6.791 0.160 -0.230 -0.031
H 0.382 -1.990 -4.332 -0.028 -0.463 -0.319
H 7.339 -4.086 6.165 -0.225 0.114 0.389
H 2.606 3.183 -0.913 0.073 0.590 0.135
H -2.406 -9.545 -0.656 0.150 0.280 0.665
H -3.853 4.539 -2.773 0.250 -0.044 -0.667
H -0.070 -1.615 -6.005 0.071 1.493 0.491
H -4.249 0.665 4.389 0.477 -0.057 -0.945
H -4.908 -6.940 2.390 0.520 -0.317 -0.241
H 2.125 11.140 0.357 0.467 0.048 -0.100
H 3.869 12.391 1.194 0.403 0.237 0.327
H -2.772 -5.059 -6.757 -0.790 0.747 0.212
H -3.115 -7.617 0.973 -0.126 -0.659 -0.067
H -3.583 2.149 -7.170 0.274 0.407 0.228
H 2.253 8.544 4.489 0.036 -0.526 -0.183
H -2.259 1.763 -3.111 0.257 0.213 0.240
H -5.962 -0.125 2.248 -0.036 0.200 0.140
H -6.064 -1.877 2.262 -0.005 -0.144 -0.556
H -1.322 -0.011 -4.288 0.724 -0.118 0.149
H 1.211 -4.464 -1.788 0.126 -0.294 0.112
H -3.080 0.030 0.807 1.286 -0.052 -0.026
H -8.899 2.644 -1.487 0.216 -0.062 -0.152
H -5.499 4.352 -2.403 -0.268 -1.122 -0.360
H 8.022 -4.960 3.009 -0.216 -0.106 -0.191
H 4.784 -1.081 0.200 -0.616 -0.111 -0.291
H -2.521 -1.060 -4.772 -0.053 -0.453 -0.393
H -0.610 -2.825 5.326 -0.188 0.176 0.008
H -6.215 -5.976 2.149 -0.186 0.507 -0.582
H -4.415 -11.019 -1.819 0.343 -0.040 -0.172
H 0.680 -1.629 5.575 0.065 -0.142 -0.042
H 1.148 -3.485 -6.219 -0.274 0.349 -0.044
H -1.556 -5.050 -7.820 0.433 0.388 -0.527
H -5.679 -5.410 -0.043 0.131 -0.118 -0.925
H -4.286 -1.741 6.765 0.284 0.470 -0.361
H 3.610 12.566 2.996 -0.073 0.272 -0.350
H -5.086 1.832 -2.160 -0.891 0.440 -0.722
H 0.871 3.873 3.031 0.611 0.197 -0.243
H -2.572 5.973 2.571 -0.269 -0.066 -0.148
H 8.428 -1.372 -3.044 0.195 0.249 0.255
H -3.814 3.981 -5.667 -0.408 -0.031 0.073
H -4.282 -1.699 4.230 0.167 -0.009 -0.028
H 2.263 -3.038 -1.828 -0.255 0.186 -0.335
H 2.191 3.477 5.731 -0.141 -0.114 0.289
H -1.015 -2.672 -7.641 -0.115 0.540 0.380
H 6.611 -6.078 3.375 0.156 0.151 0.091
H -4.556 0.922 -3.575 0.023 0.125 0.016
H 7.023 -4.007 -3.298 0.098 -0.020 -0.101
H -5.876 2.086 -5.423 -0.694 -0.076 -0.295
H 2.702 5.033 0.467 0.006 -0.262 0.635
H -5.168 5.063 -3.918 0.525 0.048 -0.103
H 1.856 -5.334 -4.718 0.310 0.010 -0.992
H -3.562 0.451 5.878 0.849 0.254 0.275
H -1.535 -3.829 -1.335 -0.940 0.295 0.183
H 5.896 -2.116 6.972 0.132 -0.458 0.295
H 8.642 -3.473 -2.743 -0.285 0.127 0.050
H -3.006 1.116 -1.661 -0.035 -0.007 0.035
H 0.140 -4.925 -6.355 0.088 -0.029 -0.013
H 7.505 0.874 -2.417 0.108 -0.029 -0.119
H 7.546 -4.284 -1.590 0.185 -0.286 -0.226
H 3.646 10.351 4.154 0.580 0.416 -0.466
H 2.499 2.961 7.423 -0.300 0.945 0.025
H -2.101 -5.045 -4.823 0.109 0.349 -0.175
H 3.818 1.215 -1.902 -0.786 0.120 0.134
H -2.533 3.744 3.256 -0.450 0.471 -0.815
H -1.718 -1.428 -3.295 0.256 -0.004 0.062
H -5.927 -10.251 -2.034 0.046 0.905 0.054
H -2.731 3.249 -4.571 -0.056 -0.250 -0.020
H -2.815 2.864 -1.791 -0.218 -0.070 -0.228
H -2.842 -5.003 1.235 0.484 0.153 -0.145
H -2.868 -2.720 4.114 0.109 -0.170 0.370
H -4.479 -9.716 -3.054 -0.420 -0.317 -0.272
H -1.351 -0.570 6.230 -0.523 0.235 -0.038
H 0.751 9.119 0.394 -0.215 -0.316 0.104
H -1.621 3.354 1.662 -0.886 -0.053 -0.001
H -1.344 0.288 2.734 -0.061 -0.037 0.277
H 6.102 4.267 1.096 0.255 -0.187 -0.027
H -3.871 -3.291 6.114 -0.144 -0.172 0.242
H -1.779 -7.245 0.036 -0.008 0.791 -0.408
H -7.182 1.498 -3.513 -0.130 -0.065 0.323
H 2.224 6.038 2.549 0.347 -0.618 0.838
H -1.188 2.769 3.232 1.125 0.610 0.091
H -1.509 -3.914 -3.554 0.218 -0.266 -0.085
H -9.270 4.296 -2.063 0.458 0.055 0.427
H -2.610 -2.443 -6.692 0.720 0.709 0.306
H 4.963 11.605 2.453 -0.047 -0.011 -0.503
H 3.906 5.781 -0.369 0.604 0.278 0.205
H -8.191 2.521 -4.590 -0.074 -0.392 -0.211
H -1.028 -4.229 0.294 0.581 -0.073 -0.263
H -0.615 0.271 4.934 0.064 -0.100 -0.318
H -2.988 -4.195 -8.325 -0.045 0.266 0.286
H -4.586 -5.261 2.165 -0.320 0.189 -0.242
H -3.684 -4.010 0.045 -0.100 -0.112 -0.280
H -1.444 8.156 2.400 0.203 0.148 -0.020
H -2.647 1.497 4.686 -0.232 -0.132 0.182
H 2.680 -0.826 4.314 -0.371 -0.090 0.215
H -1.673 -1.450 2.628 0.119 0.031 -0.426
H -3.650 0.773 2.240 -0.528 0.430 -0.032
H 5.511 -3.959 2.459 0.195 0.041 -0.040
H -5.782 -0.902 0.687 -0.585 -0.472 0.086
H -4.428 -6.775 -2.208 -0.694 0.078 0.399
H -2.814 -3.372 -4.520 -0.147 -0.422 -0.326
H -2.570 -2.336 6.692 -0.162 0.221 0.243
H 7.929 -5.736 4.590 -0.320 -0.061 -0.023
H -9.657 3.022 -3.075 0.390 -0.562 -0.365
H 5.588 -3.286 -0.748 -0.168 0.031 -0.225
H -2.649 -8.503 -2.010 0.374 0.453 -0.112
H 2.909 -4.510 -2.514 0.080 -0.562 0.828
H 7.155 1.930 0.440 0.182 0.509 0.292
H -0.014 -1.862 3.952 0.599 -0.661 0.044
H 0.371 -5.424 -4.056 -0.671 0.437 1.050
H -5.566 -7.208 -0.075 0.246 0.076 0.093
H -2.524 1.399 -5.926 0.255 0.360 -0.347
H 6.363 0.297 6.121 0.093 -0.167 0.060
H 4.227 5.477 1.425 -0.121 -0.058 -0.208
H 1.682 1.302 5.121 -0.105 0.450 0.184
H -1.126 -5.441 -0.999 -0.169 -0.379 0.526
H 4.623 -1.671 3.022 -0.367 -0.392 -0.373
H -6.275 3.789 -5.403 0.207 0.253 0.556
H -3.004 -6.056 -2.493 0.794 0.812 0.968
H 3.739 3.922 6.482 -0.070 -0.210 0.215
H -4.144 1.002 -6.036 -0.560 0.245 0.489
H -4.424 -5.015 -1.882 0.331 0.059 -0.567
```
Forces are in eV/Å.

The calculation puts the highest occupied orbital energy at -7.9031 eV. Its LUMO energy is -4.51 eV. The value obtained for the orbital gap is 3.4 eV. As for the total charge: +1.